Run 1
Molecular formula: C3H5N3O
Method: DFT, ωB97M-V with the def2-TZVPD basis set

Summary:
* gap between HOMO and LUMO: 9.61 eV
* net charge: 0

Last column: natural (NBO) charge in e.
Element x y z (Å)
O -2.126 0.879 0.448  -0.705
C -1.980 -0.474 0.108  0.084
C 0.144 -0.073 -0.567  0.669
N 1.049 0.682 -0.918  -0.409
N 2.202 0.389 -0.147  -0.393
C 2.192 -0.501 0.795  -0.137
N -0.680 -0.940 -0.363  -0.453
H -2.117 1.452 -0.332  0.474
H -2.708 -0.763 -0.656  0.169
H -2.147 -1.031 1.011  0.188
H 2.953 0.938 -0.546  0.386
H 3.220 -0.557 1.169  0.126



Run 2
Molecular formula: C3H5N3O
Method: DFT, ωB97M-V with the def2-TZVPD basis set

Summary:
* gap between HOMO and LUMO: 10.57 eV
* structure (SMILES): N#CCO.N=C=N
* net charge: 0

Last column: natural (NBO) charge in e.
Element x y z (Å)
N 0.165 1.490 -0.715  -0.346
C -0.604 0.721 -0.320  0.270
C -1.784 -0.083 0.053  -0.162
O -2.942 0.673 -0.205  -0.682
H -1.764 -1.039 -0.489  0.210
H -1.767 -0.307 1.122  0.228
H -2.944 0.894 -1.146  0.474
N 2.878 0.454 -0.398  -0.719
C 1.991 -0.298 -0.083  0.685
N 1.092 -1.043 0.337  -0.773
H 3.799 0.155 -0.642  0.418
H 1.885 -1.666 0.668  0.398



Name the most stable of them. run 2.



Run 1
Molecular formula: C3H5N3O
Method: DFT, ωB97M-V with the def2-TZVPD basis set

Summary:
* gap between HOMO and LUMO: 8.07 eV
* net charge: 0

Last column: natural (NBO) charge in e.
Element x y z (Å)
C 0.925 -1.396 -0.073  0.159
C 1.477 0.809 0.224  -0.231
C 0.117 0.683 -0.144  0.397
H -2.407 -0.389 -0.533  0.403
H -1.845 -1.030 1.367  0.390
H 0.653 -2.333 -0.326  0.198
H 2.114 1.773 0.461  0.235
H -0.239 2.404 -0.865  0.493
N -1.666 -0.977 0.152  -0.717
N -0.324 -0.589 -0.294  -0.276
N 1.902 -0.598 0.000  -0.413
O -0.707 1.644 0.032  -0.637



Run 2
Molecular formula: C3H5N3O
Method: DFT, ωB97M-V with the def2-TZVPD basis set

Summary:
* gap between HOMO and LUMO: 7.70 eV
* net charge: 0

Last column: natural (NBO) charge in e.
Element x y z (Å)
N -0.701 -1.486 0.856  -0.441
C 0.227 -0.023 -0.865  0.076
C -0.022 0.678 0.278  0.269
N -0.274 1.931 0.589  -0.795
C 0.328 -1.280 -0.083  0.047
O 0.054 0.220 -2.144  -0.667
N 0.125 -0.321 1.178  -0.310
H 0.581 -0.401 -2.668  0.481
H -0.453 -2.216 1.525  0.356
H -0.602 2.160 1.518  0.397
H -0.507 2.601 -0.132  0.400
H 1.244 -1.864 -0.052  0.187



Name the most stable of them. run 2.



Run 1
Molecular formula: C3H5N3O
Method: DFT, ωB97M-V with the def2-TZVPD basis set

Summary:
* gap between HOMO and LUMO: 10.43 eV
* structure (SMILES): [H]/N=C\N=C\NC=O
* net charge: 0

Last column: natural (NBO) charge in e.
Element x y z (Å)
H -0.841 -2.829 1.709  0.334
N -0.364 -2.301 2.415  -0.587
C -0.105 -1.241 1.857  0.264
N -0.356 -0.929 0.509  -0.549
C 0.033 0.122 -0.035  0.325
N -0.163 0.497 -1.369  -0.658
C 0.277 1.772 -1.817  0.537
O 0.523 2.606 -0.993  -0.552
H 0.601 -0.535 2.369  0.134
H 0.754 0.976 0.382  0.184
H -0.729 -0.111 -2.071  0.422
H 0.369 1.972 -2.956  0.147



Run 2
Molecular formula: C3H5N3O
Method: DFT, ωB97M-V with the def2-TZVPD basis set

Summary:
* gap between HOMO and LUMO (spin up / spin down): 8.75 / 8.74 eV
* net charge: 0

Last column: natural (NBO) charge in e.
Element x y z (Å)
O -2.686 0.825 -0.159  -0.688
C -1.696 -0.092 0.196  -0.086
C -0.207 0.253 -0.044  0.246
N 0.413 1.211 -0.578  -0.174
N 2.327 0.546 -0.106  -0.541
C 1.860 -0.618 0.330  0.222
N 0.621 -0.920 0.509  -0.506
H -2.527 1.124 -1.062  0.474
H -1.830 -1.076 -0.283  0.200
H -1.786 -0.256 1.275  0.222
H 3.132 0.521 -0.755  0.393
H 2.380 -1.519 0.679  0.238



Name the most stable of them. run 1.